Version i
ORCA calculation (wB97M-V/def2-TZVPD) on one molecule with the formula C2H5N3OS.

Computed properties:
Gap between HOMO and LUMO (eV): 10.359
LUMO (eV): 0.4498
2S+1: 1
Structure (SMILES): [H]/N=C(/N)S/C=N\O

```
12
Properties=species:S:1:pos:R:3:nbo_charge:R:1
C 1.37127 -0.06102 -0.07662 0.33
C -1.29993 -0.41668 0.87889 -0.16
H 1.70452 1.92061 -0.07001 0.41
H 0.08667 1.31445 -0.51438 0.39
H 2.64588 -1.47624 -0.08265 0.36
H -1.21221 -0.48813 2.00116 0.23
H -1.76955 -0.33223 -1.36602 0.45
N 0.92098 1.21404 0.12066 -0.82
N 2.57424 -0.42248 -0.26215 -0.69
N -2.40900 0.00868 0.40446 -0.06
O -2.60923 0.02260 -0.91566 -0.51
S -0.00363 -1.28360 -0.11768 0.09
```

***

Version ii
ORCA calculation (wB97M-V/def2-TZVPD) on a 2-piece molecular cluster, C2H5N3OS overall.

Computed properties:
Gap between HOMO and LUMO (eV): 7.813
LUMO (eV): -0.7908
2S+1: 1

```
12
Properties=species:S:1:pos:R:3:nbo_charge:R:1
C 0.01058 -0.29127 -0.12619 0.21
C -0.01481 2.34831 2.10670 -0.21
H 0.02010 -1.54502 -2.32968 0.50
H -0.84857 1.01989 -1.68894 0.42
H 0.90069 0.06427 1.57333 0.36
H -0.44583 3.38625 2.09994 0.20
H 0.78803 1.95164 2.86163 0.22
N -0.38809 0.19862 -1.35763 -0.32
N -0.37829 0.39899 0.98479 -0.42
N -0.84904 1.65120 0.95932 -0.19
O 0.08624 -0.48628 -2.61381 -0.55
S 0.63931 -1.81692 0.15036 -0.23
```

***

Version iii
ORCA calculation (wB97M-V/def2-TZVPD) on one molecule with the formula C2H5N3OS.

Computed properties:
Gap between HOMO and LUMO (eV): 10.240
LUMO (eV): 0.7358
2S+1: 1
Structure (SMILES): C=NSC(=O)NN

```
12
Properties=species:S:1:pos:R:3:nbo_charge:R:1
C -0.39483 0.51813 -0.00705 0.49
C 2.70177 0.20064 0.00025 -0.05
H -2.29192 -1.31973 -0.81315 0.36
H -2.19221 -1.28922 0.81548 0.35
H -2.26549 1.26089 0.06040 0.39
H 2.24988 1.23788 -0.05444 0.20
H 3.76864 0.17495 0.01058 0.17
N -2.48125 -0.76909 0.00125 -0.62
N -1.75432 0.39907 -0.01611 -0.47
N 2.07942 -0.89723 -0.00615 -0.56
O 0.17938 1.57642 0.00563 -0.62
S 0.40095 -1.09270 0.00332 0.36
```

***

Most favorable structure: version iii. The second most favorable one is 78.1 kJ/mol above it.